Entry 1:
Density functional theory data (the ωB97M-V functional and the def2-TZVPD basis) for a molecular structure, C25H44MgN3Se2.

Summary:
Net charge   +1
Gap between HOMO and LUMO   7.25 eV
E_LUMO   -0.1121 Eh
Molar mass   568.87 u

Geometry (Å):
Mg1 -0.43035 -0.05235 0.24733
C1 -0.26087 -1.04239 2.14704
C2 -1.32561 -0.06702 2.26719
C3 -0.68184 1.15183 2.70185
C4 0.70838 0.89613 2.72528
C5 0.97514 -0.45143 2.43931
C6 2.30800 -1.17066 2.53328
C7 3.46862 -0.19940 2.32273
C8 2.40379 -2.31040 1.51700
C9 2.41334 -1.78082 3.93950
C10 -1.23821 2.53479 3.08082
C11 -2.15211 2.45023 4.31256
C12 -0.08479 3.46484 3.47661
C13 -1.97402 3.24148 1.94125
C14 -2.76738 -0.60032 2.41369
C15 -3.05408 -0.88398 3.89444
C16 -2.92079 -1.93740 1.67500
C17 -3.84891 0.31373 1.83891
H1 -0.43482 -2.10570 2.08509
H2 1.46029 1.62904 2.95798
H3 3.40581 0.29130 1.35014
H4 4.42077 -0.73005 2.37372
H5 3.48637 0.57322 3.09055
H6 2.33584 -1.93936 0.49143
H7 1.61359 -3.04804 1.67485
H8 3.35690 -2.83080 1.61898
H9 2.32564 -1.00871 4.70351
H10 3.37241 -2.28357 4.07332
H11 1.62049 -2.51099 4.10592
H12 -1.66136 1.92207 5.13086
H13 -3.09878 1.95553 4.11823
H14 -2.38173 3.46013 4.65607
H15 0.46115 3.09012 4.34214
H16 -0.49042 4.44256 3.73895
H17 0.62509 3.60913 2.66090
H18 -2.74897 2.62711 1.48618
H19 -1.27279 3.53872 1.16559
H20 -2.44508 4.15420 2.31179
H21 -2.34428 -1.61929 4.27548
H22 -4.05874 -1.28977 4.02332
H23 -2.96884 0.00861 4.51006
H24 -2.29797 -2.72431 2.09612
H25 -2.70230 -1.86713 0.60318
H26 -3.95695 -2.26983 1.75199
H27 -3.93638 1.26082 2.35818
H28 -4.81822 -0.18282 1.90038
H29 -3.66599 0.54051 0.78174
C18 3.69568 -0.24214 -2.38821
Se1 2.27119 0.29782 -1.19069
C19 2.11638 2.17220 -1.65081
C20 0.85852 2.41820 -2.47253
Se2 -0.64645 2.33566 -1.24676
C21 -2.07632 2.36960 -2.55488
H30 4.60935 0.26498 -2.09255
H31 3.42250 -0.01297 -3.41476
H32 3.81427 -1.31679 -2.27183
H33 3.01415 2.47849 -2.18829
H34 2.10050 2.73270 -0.71440
H35 0.71820 1.65730 -3.23928
H36 0.86366 3.40680 -2.93319
H37 -1.83803 1.71576 -3.38934
H38 -2.18421 3.39510 -2.89575
H39 -2.99363 2.04098 -2.07066
N1 -0.22484 -4.92453 -1.85064
C22 -0.69514 -3.67165 -2.02958
C23 -0.38020 -2.63393 -1.12752
N2 -0.84560 -1.41181 -1.31216
C24 -1.63720 -1.18023 -2.36929
C25 -1.93076 -2.20985 -3.24144
N3 -1.46996 -3.44376 -3.08760
H40 0.34534 -5.17503 -1.06353
H41 -0.47860 -5.63228 -2.51720
H42 0.25390 -2.80570 -0.26414
H43 -2.02657 -0.18694 -2.50115
H44 -2.56880 -2.02696 -4.09763

Atom charges from the Löwdin analysis, given in e for atoms 1 to 2: Mg 0.58; C -0.15

Entry 2:
Density functional theory data (the ωB97M-V functional and the def2-TZVPD basis) for 3 unconnected molecules or ions with the total composition C4H13NO2 at a distorted geometry.

Summary:
Gap between HOMO and LUMO   8.41 eV
E_LUMO   0.0279 Eh
Molar mass   107.15 u

Geometry (Å):
C1 1.33860 -0.42087 1.50075
C2 1.24016 0.39882 0.41944
C3 2.49984 0.62450 -0.34810
N1 0.00614 0.71560 -0.09188
C4 -0.16605 1.39790 -1.37135
H1 2.34192 -0.70209 1.78489
H2 0.54971 -0.45848 2.25762
H3 3.03610 -0.25154 -0.66765
H4 2.24383 1.20576 -1.23213
H5 3.20940 1.06799 0.33131
H6 -0.85794 0.80050 0.42668
H7 0.10323 0.72526 -2.19855
H8 -1.28917 1.35246 -1.58490
H9 0.24404 2.39117 -1.52107
O1 -2.96406 -0.20860 -0.13705
H10 -2.53552 -1.09677 -0.03705
H11 -3.34134 -0.08877 0.74220
O2 -1.08947 -2.04940 0.33283
H12 -0.56765 -1.34516 -0.09498
H13 -0.85529 -2.85796 -0.13334

Atom charges from the Löwdin analysis, given in e for atoms 1 to 2: C -0.01; C -0.43

Entry 3:
Density functional theory data (the ωB97M-V functional and the def2-TZVPD basis) for a single C2H4N2O3 molecule at a distorted geometry.

Summary:
Gap between HOMO and LUMO   9.76 eV
E_LUMO   0.0324 Eh
Molar mass   104.06 u

Geometry (Å):
O1 -2.48782 0.27610 0.09070
N1 -1.56633 -0.68017 -0.07458
C1 -0.29451 -0.32505 -0.03236
N2 0.16132 0.98859 0.27078
O2 1.48482 0.92116 -0.44234
C2 1.89594 -0.35134 0.35885
O3 0.87912 -1.05881 -0.22427
H1 -3.24025 -0.09283 -0.12482
H2 -0.54825 1.77855 -0.06671
H3 2.98173 -0.69798 -0.03690
H4 2.02426 -0.19594 1.50322

Atom charges from the Löwdin analysis, given in e for atoms 1 to 2: O 0.00; N 0.02